# 1
{"formula": "C6H17NO", "method": "ωB97M-V/def2-TZVPD", "e_homo_ev": -8.604, "de_lowest_kj_mol": 124.1, "fmax_ev_per_a": 2.00, "symbols": ["C", "C", "N", "C", "C", "C", "C", "H", "H", "H", "H", "H", "H", "H", "H", "H", "H", "H", "H", "H", "H", "H", "H", "H", "O"], "coordinates": [[1.14392, -1.68341, -1.34866], [1.34364, -0.33182, -0.63948], [0.03194, 0.06324, -0.06119], [0.09684, 0.06538, 1.38318], [1.17674, 1.00152, 2.03548], [-0.47401, 1.32455, -0.61666], [-1.91467, 1.57649, -0.13310], [0.66291, -2.44456, -0.73405], [2.11628, -2.13190, -1.58104], [0.55011, -1.56608, -2.25172], [2.04757, -0.45944, 0.18121], [1.72982, 0.40729, -1.35270], [0.21153, -0.96798, 1.75265], [-0.87177, 0.35183, 1.80913], [1.91127, 1.47816, 1.38114], [1.81013, 0.40278, 2.69655], [0.63973, 1.78294, 2.57136], [-0.61270, 1.17730, -1.69250], [0.21915, 2.16540, -0.46802], [-2.24607, 0.58143, 0.15849], [-2.50023, 2.09037, -0.89666], [-2.18840, 2.21043, 0.72702], [-2.02227, -1.77774, -0.59517], [-0.98651, -2.82772, -1.13220], [-1.87494, -2.48845, -1.19307]], "forces_ev_per_a": [[0.9, 0.0, -0.1], [-1.2, -1.1, 0.0], [0.4, 0.6, -0.3], [0.3, 0.2, 0.7], [-0.2, -0.6, 0.1], [-0.6, 0.0, 0.1], [-0.2, 0.5, 0.5], [0.0, 0.4, 0.4], [0.0, 0.2, -0.4], [0.1, 0.0, -0.1], [0.3, 0.1, -0.1], [-0.1, 0.0, 0.2], [0.3, 0.2, -0.3], [0.1, 0.1, -0.3], [-0.5, 0.0, -0.4], [-0.3, 0.3, 0.3], [0.4, 0.0, 0.2], [0.5, 0.0, 0.0], [-0.1, 0.0, 0.1], [-0.8, 0.0, -0.5], [-0.1, -0.7, -0.4], [1.1, -0.1, 0.2], [0.5, 0.8, 0.8], [0.1, 0.4, 0.3], [-1.0, -1.2, -1.2]]}



# 2
{"formula": "C24H22Cl3GeN5O3Ru", "method": "ωB97M-V/def2-TZVPD", "spin_multiplicity": 6, "e_homo_ev": [-16.770, -17.890], "de_lowest_kj_mol": 77.1, "total_charge": 3, "fmax_ev_per_a": 4.46, "symbols": ["Ru", "O", "C", "N", "C", "C", "C", "C", "C", "C", "N", "C", "C", "C", "C", "C", "N", "H", "H", "H", "H", "H", "H", "H", "H", "H", "H", "O", "C", "C", "C", "C", "N", "C", "C", "C", "C", "C", "C", "O", "C", "C", "N", "H", "H", "H", "H", "H", "H", "H", "H", "H", "H", "H", "H", "Cl", "Ge", "Cl", "Cl"], "coordinates": [[10.49660, 9.50196, 10.67504], [12.80879, 7.34444, 13.39480], [11.89581, 7.75235, 12.75406], [11.96275, 8.68290, 11.64639], [13.27073, 9.34816, 11.33148], [12.98700, 10.80727, 11.68589], [13.94747, 11.70937, 12.08511], [13.57356, 12.91762, 12.54306], [12.19576, 13.32909, 12.45474], [11.32794, 12.40922, 11.89301], [11.71685, 11.21065, 11.50514], [10.46479, 7.54269, 13.15290], [10.07917, 6.73357, 14.20319], [8.72225, 6.62709, 14.38323], [7.81591, 7.16359, 13.53147], [8.28750, 8.00090, 12.52328], [9.60758, 8.21024, 12.32569], [13.53542, 9.12384, 10.25848], [14.12287, 8.95987, 11.94975], [14.96485, 11.37212, 12.28758], [14.26682, 13.71453, 12.90983], [11.88223, 14.35389, 12.67551], [10.25041, 12.54324, 11.92332], [10.79265, 6.24458, 14.86860], [8.38068, 5.96122, 15.16372], [6.74551, 7.06161, 13.63023], [7.60348, 8.40268, 11.81369], [5.72070, 10.50292, 5.97495], [6.06731, 11.60455, 6.75273], [6.94391, 11.07861, 7.81032], [7.18327, 11.79192, 8.97844], [8.11635, 11.29703, 9.84534], [8.87255, 10.20860, 9.59785], [8.61710, 9.47223, 8.45288], [7.60302, 9.88476, 7.61512], [9.27841, 8.20159, 8.35485], [9.11353, 7.30607, 7.25406], [9.77463, 6.11206, 7.20953], [9.60599, 5.16408, 6.05590], [9.07762, 5.84455, 4.94902], [10.66552, 5.78573, 8.26544], [10.82366, 6.71977, 9.28016], [10.17417, 7.92171, 9.26040], [5.01552, 10.66959, 5.35650], [5.17797, 12.09957, 7.25164], [6.64247, 12.38836, 6.23019], [6.56262, 12.65029, 9.21004], [8.25142, 11.80127, 10.77888], [7.37680, 9.30888, 6.74471], [8.37418, 7.49387, 6.48508], [8.96804, 4.37398, 6.42109], [10.56448, 4.64035, 5.79276], [8.34841, 5.37358, 4.57363], [11.34481, 4.93652, 8.33989], [11.55370, 6.55845, 10.08813], [13.80024, 10.87730, 5.28243], [12.11917, 9.85166, 6.08347], [12.10623, 10.47951, 8.27682], [12.39300, 7.77468, 5.47862]], "forces_ev_per_a": [[0.5, -0.3, 0.4], [0.8, 0.1, -0.7], [-1.3, 0.6, 1.1], [1.9, -0.3, -0.4], [0.3, -0.5, 0.4], [0.2, 0.0, -1.4], [1.2, -2.0, 1.0], [-1.9, 4.0, 0.2], [1.5, -0.6, -0.7], [-0.8, 1.2, 1.1], [-0.3, -2.3, -0.4], [0.4, 0.5, -1.2], [0.7, 0.8, -0.5], [-0.3, -1.9, 1.4], [-0.4, 1.6, -1.0], [0.8, -0.6, 0.1], [-1.1, -0.8, 0.9], [-0.4, 0.6, 0.9], [-1.0, 0.1, -0.3], [-0.2, 0.0, -0.5], [-0.3, -1.2, -0.2], [0.1, -0.6, 0.3], [0.2, 0.5, -0.4], [-0.1, 0.2, -0.4], [-0.1, 0.1, 0.2], [0.0, -0.3, 0.1], [-0.3, 0.6, -0.4], [0.2, -0.3, -0.2], [-1.5, 0.5, 0.5], [0.4, 0.6, 0.4], [-0.4, -0.3, -0.2], [0.2, 0.1, 0.1], [0.1, -0.4, -0.4], [-1.7, 1.5, 1.2], [1.2, -0.7, -0.2], [0.1, -1.6, -3.2], [-1.1, 1.2, 1.1], [1.5, -1.1, 0.3], [0.7, -0.2, -0.4], [0.6, 0.5, 0.5], [0.2, 1.3, 0.8], [0.2, 0.1, -0.5], [1.4, -0.4, 2.5], [-0.4, 0.4, -0.3], [0.8, -0.4, -0.7], [-0.2, -0.1, -0.1], [0.3, 0.1, 0.1], [0.4, 0.1, 0.5], [-0.2, -0.2, -0.3], [0.2, 0.2, -0.1], [-0.5, -0.4, 0.1], [-0.5, 0.7, 0.3], [-0.6, -0.6, -0.4], [-0.6, -0.1, -0.4], [-0.5, 0.1, -0.5], [-0.3, -0.1, 0.2], [0.5, -0.1, -0.8], [0.0, -0.3, 0.0], [-0.2, 0.5, 0.6]]}



# 3
{"formula": "C6H8LiMgO6", "method": "ωB97M-V/def2-TZVPD", "spin_multiplicity": 2, "e_homo_ev": [-5.811, -7.310], "de_lowest_kj_mol": 101.2, "fmax_ev_per_a": 1.26, "symbols": ["O", "O", "C", "C", "O", "C", "H", "H", "H", "H", "O", "C", "C", "O", "C", "H", "H", "H", "H", "O", "Li", "Mg"], "coordinates": [[-0.38940, -1.21812, 0.48934], [1.89799, 0.52892, 1.50950], [0.43401, -1.60209, -0.60686], [1.91564, -1.35516, -0.39350], [2.33712, 0.00122, -0.58804], [2.39139, 0.92338, 0.41971], [0.08862, -1.08337, -1.51272], [0.32204, -2.67863, -0.81450], [2.46064, -1.93426, -1.14993], [2.23073, -1.72234, 0.59457], [-1.32985, 0.89542, 1.16018], [-0.98347, 2.08754, 0.44310], [-0.81859, 1.58240, -0.98601], [-1.64448, 0.41676, -1.00490], [-1.75109, -0.09705, 0.24252], [-1.80307, 2.80888, 0.54378], [-0.05842, 2.49987, 0.85992], [0.21942, 1.30120, -1.20976], [-1.18918, 2.28132, -1.74125], [-2.74464, -0.79891, 0.53477], [-1.93550, -2.43808, 0.92238], [0.35011, -0.39890, 2.28768]], "forces_ev_per_a": [[0.0, -0.4, 0.1], [-0.5, -0.5, 0.5], [0.1, 0.0, -0.4], [0.2, -0.1, 0.1], [-0.1, -0.5, -0.4], [0.0, 0.7, 0.0], [0.1, 0.0, 0.2], [-0.1, 0.1, 0.2], [-0.1, 0.1, 0.1], [-0.1, 0.1, -0.2], [0.2, -0.5, 0.2], [0.2, 0.3, -0.1], [0.4, 0.2, -0.1], [0.0, -0.4, 0.0], [-1.1, 0.6, 0.1], [0.1, -0.2, 0.0], [-0.2, -0.1, -0.1], [-0.2, 0.1, 0.1], [0.0, -0.2, 0.2], [0.7, -0.4, 0.1], [0.1, 0.8, -0.1], [0.1, 0.2, -0.5]]}